Computed, not measured: a molecular structure, C23H41LaNO2P2 at a distorted geometry, with ωB97M-V with the def2-TZVPD basis set.

LUMO energy (spin up / spin down) = -3.7 / -3.7 eV
HOMO-LUMO gap (spin up / spin down) = 5.40 / 5.30 eV
ΔE to the lowest compared entry with this formula, charge and spin = 196.9 kcal per mole
charge = +1
energy = -49521.0739 eV

Geometry as XYZ:
```
70
Properties=species:S:1:pos:R:3:forces:R:3:mulliken_charge:R:1
C -0.847416 -0.707955 4.198934 -1.272 -0.898 -1.147 0.60
C -0.988742 -1.669686 3.175332 0.394 0.902 0.593 0.29
H 1.774371 -0.703521 -3.274435 0.263 -0.214 0.566 0.68
P 1.900664 -0.127137 -0.366570 -1.443 0.124 1.914 0.96
H 0.839768 0.311718 6.356263 0.065 0.246 -0.607 0.29
N -1.159146 3.073034 2.792087 -0.413 0.764 0.974 0.24
H -0.805075 3.740632 -3.871757 0.277 -0.579 -0.289 0.49
H -1.363830 -3.454695 -1.509967 -0.361 0.642 -0.010 0.43
H -2.589552 -2.318683 -2.179600 -0.252 -0.263 -0.231 0.45
C 1.064265 0.601129 5.305154 0.371 0.275 0.160 -1.31
C 1.094072 0.111438 -3.396296 2.269 3.153 -2.435 -0.19
H 2.927390 -1.778475 -1.811685 0.061 0.366 0.241 0.36
H 2.565405 1.408967 -2.669838 -0.648 -0.101 0.153 1.25
H 2.153260 2.311921 -1.238026 0.301 -0.191 1.043 0.65
H -1.701070 -0.312665 6.108189 -0.067 0.212 -0.493 0.30
C 2.712982 -1.127228 3.204060 0.446 -0.352 -0.169 -0.98
C 2.208427 1.776469 -0.262730 0.568 1.158 0.125 -1.86
H -3.586811 -0.570140 -0.098486 0.494 0.279 0.326 0.55
H -0.203342 -3.136155 1.023241 0.188 -0.258 0.129 0.29
H 2.909360 -1.049554 2.119506 0.231 -0.065 0.426 -0.03
H 1.257453 3.516070 -2.941302 0.105 -0.443 0.121 0.33
H -1.649354 -1.269926 -4.152603 0.524 0.696 0.283 0.43
C -1.560961 -2.418369 -1.856463 0.186 -0.424 -0.015 -1.56
O -1.445034 3.524397 3.893890 0.575 -0.698 -3.156 -0.39
H -3.098840 -1.777054 3.147152 -0.247 -0.045 -0.001 0.32
H -0.659643 2.326014 -4.942605 -0.129 0.113 0.580 0.34
C 0.195183 -0.126392 -4.593271 0.029 -0.669 -0.118 -1.17
C 3.272594 -0.810487 -1.405606 0.325 0.163 -0.765 -1.41
H -2.873821 -0.611913 4.824654 0.098 0.231 0.064 0.39
H 0.115625 -0.592281 -2.230470 0.643 -0.452 1.565 -0.62
H -2.991353 0.561468 -1.265964 0.135 -0.186 0.798 0.56
La -0.571634 2.202470 0.044883 -0.647 0.642 1.132 1.63
C -1.267922 -0.232960 -4.257199 -1.819 0.029 -1.018 -1.34
C 0.670304 -2.915494 1.641856 -0.147 -0.855 -0.392 -1.09
H 1.745400 2.518228 0.485274 0.408 -1.403 -0.265 0.52
H -2.040798 0.975759 4.913811 0.225 -0.657 0.026 0.16
C -2.684253 0.012980 -0.358354 -0.305 0.045 -0.488 -2.03
H -2.255473 -3.333503 3.075057 -0.356 -0.180 -0.023 0.37
H 3.234568 1.886188 0.147017 -0.297 -0.309 -0.535 0.47
H 0.633730 1.612434 5.116726 0.278 -0.584 0.261 0.20
H 1.622246 2.801983 -4.477135 -0.190 0.142 0.133 0.30
H 1.443200 -2.496281 0.990768 0.089 -0.151 0.113 0.17
H 3.625005 -0.192150 -2.246349 -0.201 -0.246 0.218 0.43
H -1.893425 0.098729 -5.121344 0.469 -0.062 0.129 0.50
C -1.765247 0.643724 -3.162702 -1.048 1.654 0.007 -0.52
C 0.126562 -0.279357 -1.125390 0.570 1.053 -2.028 0.51
C 1.246555 -1.180515 3.410203 -0.377 2.253 2.122 0.13
C -0.493581 2.674544 -3.910911 0.510 0.909 0.616 -0.93
H -1.987703 2.587762 -2.231783 -0.042 -0.222 -0.127 0.98
C 1.047773 2.616517 -3.551859 -1.755 2.191 -1.253 -1.29
C -1.915447 -0.125499 5.034022 -0.549 0.178 0.624 -1.29
P -1.234094 -1.264824 -0.467532 -0.487 0.406 2.043 0.91
H -2.585131 0.814291 0.421589 -0.217 -1.148 0.125 0.47
H 1.041687 -3.861635 2.074646 -0.004 0.264 -0.172 0.46
H 3.138743 -0.241073 3.706871 -0.032 -0.524 -0.265 0.33
H 3.208730 -2.047031 3.589469 -0.101 0.598 -0.254 0.29
H -2.626607 0.178249 -2.657786 0.833 0.525 -0.501 0.85
H 0.498696 -1.085838 -5.074996 -0.055 0.802 0.244 0.36
C 0.302944 -1.965417 2.689561 -0.717 0.315 0.333 0.97
O -1.378786 3.837496 1.698155 0.197 -0.827 0.934 -0.60
H -0.224288 0.674820 -1.681424 0.532 -0.885 1.510 -1.39
H 4.168986 -1.036044 -0.793133 -0.757 0.257 0.086 0.40
C -2.240101 -2.296999 2.739378 -0.193 -0.571 0.200 -1.28
H -2.302073 -2.300329 1.661182 -0.237 -0.099 -0.360 0.06
H 2.167140 0.652013 5.207050 -0.641 0.160 0.195 0.35
C 0.526012 -0.391043 4.331026 2.626 -0.720 -0.958 0.47
H 0.311768 0.680375 -5.317198 0.345 -0.237 0.001 0.36
H -0.883384 -2.255597 -2.697463 -0.216 -0.014 0.147 0.38
C -1.400043 1.954986 -2.918468 -0.543 -2.132 -1.479 -0.43
C 1.523132 1.377083 -3.008320 1.137 -4.083 -1.705 -0.55
```
Forces are in eV/Å.

***

Computed, not measured: a molecular structure, C23H41LuN2P3S at a distorted geometry, with ωB97M-V with the def2-TZVPD basis set.

LUMO energy (spin up / spin down) = -9.8 / -9.8 eV
HOMO-LUMO gap (spin up / spin down) = 4.47 / 4.47 eV
ΔE to the lowest compared entry with this formula, charge and spin = 115.0 kcal per mole
charge = +3
energy = -99787.5895 eV

Geometry as XYZ:
```
71
Properties=species:S:1:pos:R:3:forces:R:3:mulliken_charge:R:1
H 2.473083 2.921443 -1.002117 0.199 -0.157 0.080 0.36
C 1.339236 -1.907195 -5.232675 -2.326 -0.696 -0.346 -0.64
S 0.771825 -0.738274 -3.816054 2.994 -0.168 -0.145 0.21
N 0.399790 -2.468880 0.563377 0.140 -1.686 0.984 0.07
H -1.668120 -4.549826 2.261568 0.376 0.187 -0.146 0.48
C 3.120369 2.159217 -0.551156 -0.121 -0.189 -0.341 -1.17
C -0.880210 2.087641 -3.491143 0.325 -0.108 -0.206 -1.61
H 0.113280 -4.172113 4.023628 -0.052 0.166 -0.426 0.55
C -2.813249 1.334886 -1.676303 -0.128 -0.220 0.039 -1.22
H -2.661524 1.715373 2.936635 0.191 -0.036 -0.284 0.61
H 1.412316 -2.981638 -5.212538 -0.087 -0.306 0.209 0.31
H -0.840605 -1.333592 3.396023 0.006 0.337 -0.013 0.36
C -1.198632 -4.670889 -3.434675 0.335 0.167 -0.185 -0.53
C -0.708232 -0.254647 3.250458 0.420 -0.010 -0.010 -1.22
H 3.491763 1.499050 -1.345529 0.028 0.242 0.114 0.38
H 1.207382 2.048238 2.746896 0.196 0.194 -0.223 0.37
C 2.412286 -1.089741 -4.645767 0.539 2.333 -0.879 -0.65
C -0.784200 3.260492 -0.989666 0.184 -0.129 0.116 -1.17
C -1.959504 -3.547538 -3.800405 -0.166 0.091 0.168 -0.71
H -2.670112 -1.767867 1.843442 -0.113 0.280 -0.063 0.38
H -3.035032 0.286318 -1.918033 -0.081 0.239 0.031 0.22
H -2.653749 2.278040 1.243231 0.131 -0.045 0.242 0.44
C 0.021496 -4.507029 -2.764032 0.093 -0.118 0.584 -0.84
H 0.736599 -1.522614 -6.075564 0.942 -0.236 0.019 0.38
H 2.379277 -1.988036 1.056396 -0.176 0.261 0.421 1.17
H -1.283329 0.293257 4.012007 0.218 -0.281 -0.199 0.54
C 1.330202 -2.978370 2.702401 0.572 0.400 0.565 0.02
H 0.357902 -0.016812 3.367322 -0.249 -0.051 0.149 0.22
H -1.300575 3.995371 -1.619643 0.073 -0.149 0.191 0.51
C 3.574921 0.439943 1.640352 -0.168 -0.434 -0.150 -1.35
H 2.728240 -0.257511 -5.279839 0.460 -0.184 0.279 0.36
C 1.688626 2.484680 1.859107 -0.622 -0.101 -0.017 -1.31
C -2.033290 1.868969 2.047929 0.269 0.347 -0.369 -1.68
H -3.205939 -0.790821 0.454475 -0.111 -0.009 0.272 0.25
H 0.118470 2.475368 -3.714838 -0.083 -0.124 -0.061 0.40
H 0.108740 -0.124072 -4.853406 0.178 0.690 0.069 0.02
H -3.284688 1.972552 -2.437340 0.049 -0.159 0.314 0.49
C 2.338106 -2.670244 3.706905 1.573 -0.012 1.548 -0.47
H -2.064329 -1.360131 -3.773439 0.084 -0.389 -0.168 0.34
C -0.677078 -3.264731 0.833917 0.714 0.176 0.086 -0.49
H -1.409905 -3.399551 0.031968 0.185 0.298 0.281 0.57
H 3.971747 2.645144 -0.056455 -0.231 -0.091 -0.115 0.45
P -0.997957 1.592065 -1.737957 -0.673 0.640 -0.154 1.05
C -0.794209 -3.926201 2.049670 0.083 0.010 0.270 -0.80
H 0.992135 3.192213 1.386544 0.228 -0.184 0.173 0.31
C -0.165353 -2.129148 -3.054534 -1.685 -1.101 2.448 1.10
H -1.538169 -5.680468 -3.695206 0.102 0.501 0.143 0.47
H 2.597039 3.022672 2.172622 -0.300 -0.205 -0.162 0.56
H -1.110889 1.256403 -4.166313 -0.064 0.312 0.138 0.30
H 4.129171 1.248127 2.138283 -0.135 -0.274 -0.184 0.52
N 3.128240 -2.428892 4.539230 -1.934 -0.434 -2.104 -0.35
C -2.849647 -0.745334 1.491738 -0.033 -0.099 -0.383 -1.22
H 3.195128 -0.261370 2.394711 0.204 0.228 -0.029 0.28
H -3.616858 -0.268583 2.117895 0.187 -0.236 -0.179 0.47
C 0.527712 -3.229035 -2.503468 -0.290 0.112 -0.917 -0.32
H 0.594053 -5.376206 -2.428004 -0.301 0.190 -0.126 0.52
H -1.607477 2.890040 -3.665691 0.148 -0.193 0.040 0.59
H -1.241761 2.585263 2.298257 -0.228 -0.075 -0.050 0.40
P 2.190858 1.168625 0.676421 1.665 1.344 0.848 0.69
C -1.488151 -2.257114 -3.524642 0.185 -0.857 -0.405 -1.06
H 3.243430 -1.561434 -4.121615 -0.450 0.063 0.288 0.29
P -1.304471 0.246560 1.584643 -0.895 -0.239 1.053 0.78
H 0.280061 3.517904 -0.960376 -0.183 0.042 -0.062 0.26
H 1.494580 -3.087270 -1.995764 -0.122 -0.233 -0.394 0.52
H -1.179151 3.314690 0.027417 0.057 -0.017 -0.193 0.27
C 1.447939 -2.411061 1.442674 -1.313 -0.584 -0.469 -0.22
C 0.190104 -3.727763 3.024231 -0.065 -0.216 -0.139 -0.18
H -3.243974 1.569573 -0.697085 0.087 -0.085 -0.214 0.40
H 4.245447 -0.100657 0.959813 -0.025 0.086 0.215 0.42
H -2.906553 -3.702656 -4.325718 0.227 0.140 0.349 0.46
Lu 0.483071 -0.570606 -0.487496 -1.239 1.047 -2.217 1.06
```
Forces are in eV/Å.

***

Computed, not measured: a molecular structure, C23H41MnN6SSbSi2, with ωB97M-V with the def2-TZVPD basis set.

LUMO energy (spin up / spin down) = -0.7 / -0.7 eV
HOMO-LUMO gap (spin up / spin down) = 4.98 / 5.39 eV
multiplicity = 2
energy = -97906.9814 eV

Geometry as XYZ:
```
75
Properties=species:S:1:pos:R:3:forces:R:3:mulliken_charge:R:1
H 1.401630 2.588759 0.438086 0.016 0.022 -0.024 0.71
H 5.084489 1.486390 -0.253160 -0.044 0.039 0.004 0.45
C -0.959608 1.250701 2.853099 0.020 -0.009 -0.053 -0.64
N 0.364090 2.183275 -1.286447 0.035 -0.197 -0.074 0.81
C -0.163846 1.550543 3.955581 -0.062 0.003 -0.049 -1.07
H -4.962526 0.529680 1.445293 0.021 0.016 0.038 0.39
C 1.083757 -2.531891 3.544979 -0.009 0.002 0.012 -1.21
H -4.355649 -1.457999 -0.626304 0.050 0.019 0.039 0.31
C -1.692957 2.075924 -4.412429 0.030 0.011 -0.039 -1.83
H 1.776768 -3.121700 0.203145 0.013 -0.012 0.030 -0.19
H 4.460908 -0.683358 1.932922 -0.003 -0.041 -0.035 0.35
H -2.103568 -0.378882 -4.072721 0.031 0.010 0.015 0.13
C -0.422197 0.753402 1.656769 -0.505 0.104 -0.002 1.12
H -2.948634 2.357719 -1.082479 -0.042 -0.014 -0.017 0.22
H 1.651564 -1.687320 3.157300 -0.020 -0.027 -0.002 0.15
H -0.625354 1.931760 4.858876 -0.019 -0.009 -0.022 0.37
Sb -0.241206 -3.277493 2.032892 0.047 0.034 0.003 0.62
H -2.214549 1.257902 -4.903567 0.009 0.001 0.000 0.36
C 4.010075 1.633835 -0.100157 0.161 0.177 -0.035 -1.23
C -3.460550 1.390670 -1.096940 -0.057 0.124 -0.150 -0.98
H 4.048725 -0.580768 -2.307797 -0.045 0.020 0.039 0.48
H -0.744567 4.396965 -3.567178 -0.001 -0.004 0.024 0.47
H -2.654723 -1.969721 -0.768437 -0.112 -0.018 0.063 0.06
H -2.820727 -2.556984 -3.960802 0.017 0.005 -0.018 0.21
H -3.866866 1.787619 2.034358 -0.046 -0.047 -0.024 0.36
C -0.955388 1.680009 -3.171287 -0.088 -0.587 -0.095 0.66
C 0.981649 0.579259 1.611964 0.290 -0.242 -0.536 -0.41
C 0.392960 4.896030 -1.818992 0.065 0.074 0.098 -0.55
H 2.731830 -1.684153 -1.891102 0.004 0.025 -0.018 0.22
H 0.509260 -2.184843 4.404849 0.028 -0.016 -0.026 0.42
C 4.175252 -1.155737 0.989397 0.162 -0.130 0.082 -1.01
C -3.377771 -1.461592 -0.129160 -0.068 -0.179 -0.093 -0.65
H 2.123783 -4.439001 1.350210 -0.015 0.011 -0.016 0.46
N -1.137410 0.445374 0.491596 0.235 0.022 0.102 1.12
N -1.936031 -2.782641 -3.533131 -0.060 -0.016 0.055 -0.47
C -1.252650 -1.812833 -2.875972 0.031 -0.365 0.118 0.19
H -3.468800 -2.056868 0.783662 0.040 0.008 -0.047 0.33
H 2.386708 -0.030846 -2.432805 -0.019 -0.038 -0.026 0.18
Si -2.838183 0.283054 0.297313 0.244 0.079 0.111 -0.31
H -3.319184 0.938645 -2.080698 -0.043 0.030 -0.013 0.22
H -1.011294 2.503798 -5.151177 0.001 0.003 0.040 0.41
H 0.581617 -5.593516 3.185620 -0.032 -0.023 0.017 0.36
Mn 0.177016 0.189161 -0.995869 -0.127 0.087 -0.185 -1.63
H 1.838218 1.617238 4.742366 0.006 0.006 -0.005 0.38
H -2.445118 2.831153 -4.174985 0.017 -0.018 0.024 0.38
C 1.209368 1.383726 3.892660 0.010 -0.047 -0.089 -0.95
H 3.638175 2.252510 -0.922195 0.032 0.009 0.039 0.23
H -2.019936 1.428976 2.917658 0.020 0.005 0.067 0.30
C 1.770757 0.906628 2.713608 0.104 0.040 0.116 -0.12
H -1.886477 -3.695772 -3.110697 0.034 0.003 -0.033 0.25
C -3.930567 0.733531 1.752321 -0.126 0.035 0.133 -1.44
N -1.503456 -0.559315 -3.283311 0.012 0.325 -0.045 -0.51
H 1.758789 -3.332780 3.851170 0.006 0.036 0.011 0.48
C 1.347962 -3.964312 0.747081 -0.015 0.024 -0.015 -0.97
C 0.996106 4.393408 -0.672059 -0.090 0.088 -0.098 -1.22
H 3.660838 -2.088236 1.223676 -0.005 -0.030 0.003 0.20
C 0.958905 3.032627 -0.442502 -0.059 -0.101 -0.009 -0.42
C -0.418824 -5.205610 2.989331 -0.048 -0.004 0.008 -1.32
C 3.067606 -0.647203 -1.826910 0.034 -0.047 -0.083 -1.09
H 2.846579 0.768007 2.653082 -0.056 0.004 -0.004 0.08
N 1.476770 0.107420 0.394435 0.253 -0.117 0.648 1.65
S -0.175690 -2.157391 -1.653272 0.178 0.107 -0.094 -0.37
H -0.955188 -5.102980 3.934114 0.023 -0.010 -0.034 0.36
H -4.534071 1.571696 -0.977751 0.063 -0.010 0.014 0.55
H -3.720705 0.125200 2.635244 -0.020 0.026 -0.029 0.33
N -0.877648 0.482359 -2.651620 -0.362 0.364 -0.056 1.15
C -0.251294 4.029098 -2.678061 -0.057 -0.038 -0.040 -1.07
C -0.266741 2.669285 -2.376374 0.195 0.362 0.209 0.69
Si 3.131584 -0.019763 -0.056976 -0.326 0.035 0.017 0.03
H 3.881250 2.192894 0.831392 0.013 -0.023 -0.036 0.36
H 1.487693 5.041086 0.039819 0.007 -0.005 -0.019 0.51
H 5.097112 -1.400274 0.450376 -0.027 -0.007 0.059 0.41
H 0.956628 -4.682301 0.024390 0.027 0.022 0.033 0.42
H -0.962085 -5.909965 2.357733 0.025 0.028 0.014 0.35
H 0.415618 5.956728 -2.033042 -0.002 -0.012 0.006 0.42
```
Forces are in eV/Å.

***

Question: What is the energy in the third record?
Answer: -97906.9814 eV